# 1
Formula: C26H48O10
Source: the OMol25 dataset
Level of theory: the ωB97M-V functional and the def2-TZVPD basis

XYZ file:
```
84
C26H48O10 the ωB97M-V functional and the def2-TZVPD basis
C 0.22 -3.41 4.26
C -0.01 -2.37 3.01
C -0.49 -0.82 3.36
C -0.74 0.23 2.10
C -0.58 -0.16 0.51
C -0.11 -1.70 0.16
C 0.17 -2.74 1.42
C 0.68 -4.25 1.04
C 2.33 -4.39 1.06
C 3.25 -3.13 0.54
C 4.33 -2.58 1.69
C 3.66 -1.56 2.79
O 3.24 -2.20 4.05
C 2.92 -5.35 2.29
O 4.06 -6.12 1.70
C 3.78 -6.15 0.25
O 4.64 -6.76 -0.56
O 2.53 -5.40 -0.03
H 0.87 -2.92 5.12
H 0.84 -4.37 3.91
H -0.79 -3.85 4.71
H -0.64 -0.50 4.49
H -1.04 1.34 2.35
H -0.75 0.57 -0.40
H 0.07 -2.11 -0.93
H 0.20 -4.55 0.01
H 0.18 -4.98 1.84
H 2.64 -2.19 0.20
H 3.93 -3.43 -0.39
H 4.96 -3.45 2.17
H 5.11 -1.93 1.07
H 4.52 -0.79 3.09
H 2.79 -0.88 2.35
H 3.95 -1.94 4.74
H 3.17 -4.68 3.22
H 2.03 -6.01 2.66
C -5.41 1.53 -3.24
O -6.05 1.75 -1.99
C -5.49 0.96 -0.94
C -4.57 1.80 -0.05
O -3.39 2.21 -0.75
C -3.46 3.57 -1.16
H -5.76 2.29 -3.95
H -4.32 1.60 -3.16
H -5.68 0.54 -3.63
H -4.95 0.09 -1.35
H -6.32 0.59 -0.34
H -4.24 1.19 0.79
H -5.11 2.67 0.36
H -3.36 4.22 -0.29
H -4.39 3.79 -1.69
H -2.63 3.76 -1.85
C 7.35 2.94 6.51
O 6.98 3.51 5.26
C 7.11 2.58 4.18
C 5.75 2.02 3.76
O 5.20 1.18 4.78
C 4.18 1.83 5.52
H 7.05 3.63 7.30
H 6.86 1.98 6.68
H 8.44 2.82 6.55
H 7.81 1.78 4.44
H 7.54 3.14 3.34
H 5.89 1.40 2.87
H 5.05 2.83 3.50
H 3.28 1.93 4.90
H 4.50 2.81 5.87
H 3.94 1.21 6.39
C -5.87 3.70 -9.29
O -5.40 2.38 -9.51
C -4.24 2.07 -8.72
C -4.60 1.22 -7.51
O -5.38 1.96 -6.57
C -6.76 1.61 -6.62
H -6.85 3.81 -9.76
H -5.97 3.93 -8.23
H -5.18 4.42 -9.76
H -3.73 2.99 -8.42
H -3.57 1.50 -9.37
H -3.68 0.93 -7.00
H -5.12 0.30 -7.81
H -6.92 0.62 -6.21
H -7.15 1.65 -7.65
H -7.32 2.33 -6.02
```

Calculated values
- SMILES = Cc1ccccc1C[C@@]1(CCCO)COC(=O)O1.COCCOC.COCCOC.COCCOC
- energy relative to the best compared isomer or geometry (same formula, charge and spin) (kcal/mol) = 252.1
- orbital gap (eV) = 8.584
- lowest unoccupied orbital energy (eV) = 0.09
- electronic energy (eV) = -48199.276
- maximum force (eV/Å) = 9.2

---

# 2
Formula: C26H49Br2NO5
Source: the OMol25 dataset
Level of theory: the ωB97M-V functional and the def2-TZVPD basis

XYZ file:
```
83
C26H49Br2NO5 the ωB97M-V functional and the def2-TZVPD basis
C 2.27 2.08 1.82
C 1.81 1.51 0.59
C 1.97 0.09 0.78
N 2.48 -0.19 1.99
C 2.66 0.98 2.72
H 2.23 3.10 2.16
H 1.35 2.07 -0.21
H 1.68 -0.75 0.18
H 2.54 -1.06 2.49
H 2.92 0.93 3.77
C -1.43 -6.23 -0.55
C -2.02 -6.93 0.58
C -0.99 -7.97 1.03
O 0.11 -7.90 0.02
C -0.44 -7.28 -1.13
H -0.98 -5.28 -0.25
H -2.19 -5.95 -1.28
H -3.01 -7.37 0.46
H -2.06 -6.28 1.45
H -1.42 -8.97 1.11
H -0.49 -7.70 1.96
H -0.87 -8.09 -1.72
H 0.32 -6.83 -1.77
C -3.69 0.00 -6.61
C -4.58 -0.75 -5.68
C -3.99 -0.45 -4.28
O -2.62 -0.66 -4.61
C -2.36 -0.18 -5.93
H -3.92 1.06 -6.47
H -3.77 -0.33 -7.65
H -4.59 -1.81 -5.94
H -5.62 -0.46 -5.82
H -4.37 -1.07 -3.47
H -4.16 0.57 -3.94
H -1.69 -0.75 -6.57
H -1.84 0.77 -5.83
C 7.92 -6.07 4.34
C 6.73 -6.84 4.86
C 5.66 -6.29 3.86
O 5.93 -4.93 3.83
C 7.37 -4.77 3.75
H 8.36 -6.55 3.47
H 8.69 -6.07 5.11
H 6.32 -6.50 5.81
H 6.93 -7.89 5.10
H 4.63 -6.55 4.07
H 5.65 -6.74 2.87
H 7.48 -3.81 4.27
H 7.58 -4.74 2.69
C -6.20 0.71 3.96
C -4.78 0.92 3.46
C -4.66 2.40 3.50
O -5.40 2.71 4.66
C -6.30 1.74 5.12
H -6.43 -0.23 4.45
H -6.93 1.02 3.21
H -4.71 0.57 2.43
H -4.06 0.37 4.08
H -5.22 2.78 2.65
H -3.63 2.74 3.54
H -7.27 2.24 5.19
H -5.96 1.42 6.11
C -1.99 7.32 -2.19
C -1.92 7.57 -0.71
C -2.75 8.81 -0.40
O -2.58 9.48 -1.72
C -2.19 8.69 -2.85
H -2.83 6.68 -2.48
H -1.13 6.85 -2.67
H -0.88 7.75 -0.43
H -2.17 6.66 -0.17
H -2.54 9.38 0.51
H -3.81 8.56 -0.41
H -1.25 9.07 -3.24
H -2.90 8.63 -3.67
Br 7.51 5.41 -5.62
C 6.74 4.50 -4.07
C 6.05 5.49 -3.14
Br 7.16 7.01 -2.48
H 7.62 4.12 -3.55
H 6.12 3.67 -4.39
H 5.58 4.93 -2.33
H 5.24 5.90 -3.75
```

Calculated values
- SMILES = c1cc[nH]c1.C1CCOC1.C1CCOC1.C1CCOC1.C1CCOC1.C1CCOC1.BrCCBr
- orbital gap (eV) = 8.349
- lowest unoccupied orbital energy (eV) = 0.32
- electronic energy (eV) = -179563.068
- maximum force (eV/Å) = 3.9

---

# 3
Formula: C26H49BrCl4MgN2O3S2
Source: the OMol25 dataset
Level of theory: the ωB97M-V functional and the def2-TZVPD basis

XYZ file:
```
88
C26H49BrCl4MgN2O3S2 the ωB97M-V functional and the def2-TZVPD basis
C -0.39 -4.07 0.20
C -0.28 -2.78 0.40
N 1.00 -2.09 0.21
C 0.94 -1.29 -1.05
C 0.19 0.03 -0.95
S -1.63 -0.13 -0.92
C 0.76 0.87 0.21
C 0.11 2.24 0.35
Br 1.37 3.54 1.13
C -0.39 3.02 -0.90
C 0.58 3.48 -2.00
C 0.65 0.02 1.48
C 0.94 0.70 2.83
C -0.33 0.81 3.70
C -1.11 2.12 3.56
C -2.48 1.84 2.94
C -3.41 1.08 3.88
C -4.19 -0.01 3.16
C -4.82 0.46 1.84
C 1.45 -1.30 1.42
C 2.94 -1.01 1.44
C 3.80 -2.07 0.76
C 5.11 -1.42 0.30
O 4.90 -0.63 -0.84
C 4.93 -1.41 -2.03
N 0.94 -2.05 2.60
C 1.57 -3.00 2.99
S 2.19 -4.38 3.09
H 0.40 -4.75 0.47
H -1.31 -4.44 -0.22
H -1.11 -2.21 0.76
H 1.66 -2.90 0.02
H 0.44 -1.91 -1.78
H 1.94 -1.15 -1.42
H 0.44 0.56 -1.85
H -1.91 0.22 -2.18
H 1.78 1.04 -0.11
H -0.77 2.14 0.97
H -0.72 3.95 -0.45
H -1.28 2.54 -1.29
H 0.05 3.57 -2.93
H 1.08 4.40 -1.73
H 1.47 2.73 -2.29
H -0.39 -0.31 1.53
H 1.63 0.14 3.44
H 1.34 1.70 2.76
H 0.02 0.77 4.73
H -0.96 -0.07 3.59
H -1.30 2.60 4.51
H -0.57 2.83 2.95
H -2.93 2.74 2.51
H -2.29 1.19 2.09
H -2.86 0.63 4.68
H -4.15 1.78 4.25
H -5.00 -0.36 3.79
H -3.56 -0.86 2.95
H -4.32 0.00 1.00
H -5.85 0.15 1.76
H -4.78 1.53 1.71
H 3.20 -0.05 1.02
H 3.27 -0.93 2.47
H 3.36 -2.48 -0.14
H 4.09 -2.87 1.41
H 5.86 -2.17 0.09
H 5.44 -0.73 1.06
H 4.24 -0.99 -2.74
H 4.65 -2.44 -1.84
H 5.92 -1.33 -2.47
C -3.94 3.70 -2.60
Cl -4.08 3.54 -0.87
Cl -2.37 4.46 -3.04
Cl -4.12 2.16 -3.41
H -4.73 4.37 -2.95
C 4.13 -6.46 -0.75
C 3.82 -5.09 -0.12
O 2.75 -4.51 -0.74
H 4.37 -6.36 -1.81
H 4.99 -6.93 -0.25
H 3.28 -7.14 -0.65
H 4.79 -4.53 -0.16
H 3.72 -5.30 0.97
Mg -4.10 6.02 -4.29
Cl 2.27 1.57 -3.27
C -6.45 4.73 -7.77
O -5.41 5.37 -7.21
H -6.38 3.63 -7.84
H -7.44 4.90 -7.29
H -6.65 5.04 -8.82
```

Calculated values
- orbital gap (eV) = 1.179
- lowest unoccupied orbital energy (eV) = -5.20
- electronic energy (eV) = -184114.163
- maximum force (eV/Å) = 2.2

---

# 4
Formula: C26H49Cl2FN3O5
Source: the OMol25 dataset
Level of theory: the ωB97M-V functional and the def2-TZVPD basis

XYZ file:
```
86
C26H49Cl2FN3O5 the ωB97M-V functional and the def2-TZVPD basis
C 4.92 0.71 2.77
C 3.42 0.33 2.90
C 3.17 -1.01 2.22
C 2.47 1.51 2.53
C 1.61 1.52 1.27
Cl 0.37 0.21 1.43
C 2.18 1.38 -0.16
C 3.36 2.25 -0.59
C 4.72 1.68 -0.23
O 5.02 0.55 -0.37
Cl 5.85 2.88 0.38
N 0.98 1.80 -0.94
C 0.23 2.58 -0.11
N -0.94 3.02 -0.46
C -1.58 2.75 -1.75
C -3.09 2.73 -1.55
C -3.51 1.64 -0.58
O -3.55 3.98 -1.05
N 0.76 2.73 1.16
C 1.25 4.07 1.56
C 0.69 4.53 2.88
F 0.87 4.94 0.56
H 5.39 0.19 1.94
H 5.45 0.43 3.67
H 5.07 1.78 2.63
H 3.24 0.17 3.96
H 3.96 -1.70 2.51
H 2.23 -1.47 2.54
H 3.15 -0.95 1.13
H 3.06 2.44 2.56
H 1.74 1.60 3.34
H 2.39 0.34 -0.41
H 3.28 3.29 -0.29
H 3.36 2.23 -1.68
H 1.17 2.27 -1.82
H -1.47 3.53 0.24
H -1.28 3.52 -2.47
H -1.25 1.77 -2.09
H -3.55 2.55 -2.53
H -4.59 1.47 -0.65
H -3.01 0.71 -0.81
H -3.30 1.94 0.45
H -3.01 4.71 -1.37
H 2.34 4.07 1.57
H -0.34 4.87 2.74
H 1.29 5.34 3.29
H 0.69 3.70 3.59
C -0.42 -2.52 -2.74
C 0.06 -1.64 -3.88
C -1.08 -0.63 -4.00
O -1.60 -0.47 -2.67
C -1.08 -1.51 -1.82
H 0.39 -3.07 -2.25
H -1.14 -3.25 -3.10
H 0.99 -1.13 -3.61
H 0.23 -2.18 -4.81
H -1.88 -1.01 -4.65
H -0.76 0.34 -4.37
H -0.36 -1.04 -1.14
H -1.90 -1.93 -1.23
C -3.70 -5.74 -5.45
C -2.61 -5.51 -6.50
C -1.56 -4.75 -5.70
O -1.66 -5.23 -4.36
C -2.86 -6.00 -4.21
H -4.37 -6.56 -5.69
H -4.30 -4.83 -5.32
H -2.21 -6.46 -6.85
H -2.96 -4.95 -7.37
H -1.76 -3.67 -5.71
H -0.55 -4.92 -6.06
H -2.59 -7.06 -4.13
H -3.35 -5.71 -3.28
C -1.37 -1.19 5.47
C -1.78 -0.23 6.58
C -0.44 0.42 6.93
O 0.31 0.45 5.71
C -0.32 -0.38 4.73
H -2.20 -1.49 4.83
H -0.93 -2.09 5.90
H -2.48 0.52 6.20
H -2.23 -0.71 7.44
H 0.11 -0.16 7.67
H -0.54 1.44 7.29
H -0.78 0.27 3.98
H 0.44 -0.99 4.25
```

Calculated values
- energy relative to the best compared isomer or geometry (same formula, charge and spin) (kcal/mol) = 0.0
- net charge = +1
- orbital gap (eV) = 8.591
- lowest unoccupied orbital energy (eV) = -2.66
- electronic energy (eV) = -70220.371
- maximum force (eV/Å) = 0.9